No. 1
A structure of composition C12H13ClOZn at a distorted geometry, computed with ωB97M-V/def2-TZVPD.

```
! RIJCOSX wB97M-V def2-TZVPD def2/J DEFGRID3
* xyz -2 1
C -2.356 -1.216 -0.213
C -1.771 -1.360 -1.522
C -1.553 -0.077 -2.058
H -1.665 -2.292 -2.069
C -1.896 0.889 -1.082
C -2.369 0.216 0.075
H -2.804 0.689 0.949
H -2.879 -1.985 0.358
H -1.237 0.156 -3.083
H -1.956 1.965 -1.245
Zn -0.930 -1.102 1.316
Cl 0.315 -2.793 1.784
C 2.465 -0.016 0.063
C 2.182 1.222 -0.579
C 1.883 0.950 -1.947
H 2.197 2.197 -0.087
C 1.965 -0.453 -2.153
C 2.273 -1.057 -0.898
H 2.410 -2.119 -0.701
H 2.675 -0.151 1.129
H 1.623 1.690 -2.688
H 1.775 -0.995 -3.071
C -0.015 0.653 3.336
C -0.251 1.182 1.967
O -0.158 2.238 1.450
H 0.947 0.133 3.333
H -0.840 -0.050 3.562
H -0.030 1.485 4.073
*
```

The calculation puts the orbital gap at 0.1470 hartree. The highest occupied orbital energy is 0.025 Eh. The largest force on an atom comes out at 5.4 eV/Å. The LUMO energy comes out at 4.69 eV.

---

No. 2
A structure of composition C39H54P3S5SiTi at a distorted geometry, computed with ωB97M-V/def2-TZVPD.

```
! RIJCOSX wB97M-V def2-TZVPD def2/J DEFGRID3
* xyz -1 3
Ti 0.282 -0.680 -0.567
C -2.248 0.969 -4.975
C -1.135 0.950 -3.927
C -0.459 2.322 -3.899
P -1.491 0.398 -2.147
C -3.026 -0.686 -2.250
C -4.409 -0.126 -2.565
C -2.722 -1.915 -3.106
C -2.083 1.973 -1.409
C -3.094 2.698 -2.035
C -3.515 3.913 -1.530
C -2.932 4.420 -0.383
C -1.915 3.711 0.231
C -1.471 2.495 -0.265
Si -0.071 1.461 0.534
C -0.691 1.254 2.346
C -0.778 2.300 3.250
C -1.369 2.141 4.492
C -1.858 0.896 4.855
C -1.721 -0.179 3.994
C -1.153 -0.014 2.729
P -0.920 -1.413 1.574
C -2.694 -1.903 1.181
C -3.737 -2.108 2.276
C -2.648 -3.095 0.225
C -0.231 -2.827 2.652
C -1.147 -3.833 3.342
C 0.742 -2.251 3.676
C 1.611 2.372 0.423
C 1.773 3.740 0.242
C 3.024 4.289 0.008
C 4.133 3.465 -0.076
C 3.991 2.096 0.078
C 2.743 1.543 0.327
P 2.474 -0.220 0.736
C 3.344 -0.152 2.426
C 2.585 0.883 3.254
C 4.840 0.134 2.513
C 3.532 -1.417 -0.260
C 3.710 -2.683 0.576
C 4.826 -0.957 -0.915
H -1.799 1.196 -5.941
H -2.984 1.742 -4.769
H -2.754 0.014 -5.070
H -0.395 0.207 -4.261
H -1.208 3.108 -3.808
H 0.101 2.480 -4.821
H 0.234 2.401 -3.060
H -3.064 -1.029 -1.211
H -4.495 0.222 -3.590
H -4.672 0.682 -1.888
H -5.133 -0.931 -2.422
H -2.802 -1.706 -4.170
H -3.426 -2.711 -2.868
H -1.714 -2.280 -2.910
H -3.545 2.328 -2.940
H -4.294 4.465 -2.038
H -3.260 5.368 0.018
H -1.456 4.111 1.123
H -0.356 3.257 2.980
H -1.451 2.977 5.173
H -2.332 0.760 5.818
H -2.060 -1.152 4.319
H -3.005 -1.001 0.624
H -3.540 -2.993 2.870
H -4.710 -2.240 1.800
H -3.801 -1.238 2.924
H -2.465 -4.024 0.760
H -1.844 -2.969 -0.505
H -3.594 -3.201 -0.305
H 0.356 -3.378 1.897
H -1.774 -3.364 4.096
H -0.525 -4.576 3.844
H -1.775 -4.365 2.634
H 0.224 -1.886 4.560
H 1.271 -1.412 3.237
H 1.463 -3.005 3.990
H 0.906 4.385 0.282
H 3.134 5.360 -0.105
H 5.111 3.885 -0.266
H 4.868 1.470 -0.009
H 3.185 -1.149 2.853
H 2.881 1.887 2.954
H 2.785 0.769 4.320
H 1.511 0.799 3.088
H 5.066 1.145 2.189
H 5.431 -0.570 1.933
H 5.149 0.045 3.557
H 2.835 -1.686 -1.068
H 4.459 -2.560 1.355
H 4.020 -3.504 -0.070
H 2.759 -2.952 1.042
H 5.587 -0.692 -0.185
H 4.636 -0.114 -1.574
H 5.215 -1.774 -1.523
S 2.329 -2.678 -7.163
C 1.994 -2.250 -5.611
S 2.313 -0.669 -4.951
C 1.660 -0.962 -3.332
C 1.167 -2.205 -3.104
S 0.498 -2.823 -1.642
S 1.255 -3.329 -4.465
S 1.741 0.355 -2.225
*
```

The calculation puts the orbital gap (spin up / spin down) at 0.2040 / 0.2300 hartree. The highest occupied orbital energy (spin up / spin down) is -0.116 / -0.142 Eh. As for the expectation value of S²: 2.010. The largest force on an atom comes out at 1.4 eV/Å. The LUMO energy (spin up / spin down) comes out at 2.39 / 2.38 eV. The energy above the lowest of the compared OMol25 structures with the same formula, charge and spin comes out at 101.24 kJ/mol.

---

No. 3
A cluster of 2 separate species, C7H18P2Si in total at a distorted geometry, computed with ωB97M-V/def2-TZVPD.

```
! RIJCOSX wB97M-V def2-TZVPD def2/J DEFGRID3
* xyz 0 1
C -1.883 -2.176 0.430
C -1.102 -2.134 -0.836
C -2.834 -0.917 0.741
C -0.112 -0.946 -0.682
C -1.930 0.268 0.877
C 2.093 2.282 -1.437
C 0.291 3.610 0.601
Si 0.863 1.801 -0.041
P -0.936 0.744 -0.618
P 4.214 -2.487 -0.205
H -2.348 -3.237 0.622
H -1.204 -2.184 1.290
H -0.554 -3.100 -0.815
H -1.573 -2.024 -1.827
H -3.640 -0.886 0.039
H -3.288 -1.214 1.717
H 0.481 -1.146 0.208
H 0.486 -0.879 -1.541
H -2.480 0.974 1.495
H -1.118 -0.194 1.560
H 2.883 2.964 -1.179
H 2.414 1.348 -1.854
H 1.486 2.750 -2.149
H -0.209 4.087 -0.184
H -0.384 3.418 1.509
H 0.974 4.258 1.059
H 5.662 -2.381 0.118
H 3.747 -2.600 1.102
*
```

The calculation puts the orbital gap (spin up / spin down) at 0.2965 / 0.2009 hartree. The highest occupied orbital energy (spin up / spin down) is -0.318 / -0.251 Eh. The largest force on an atom comes out at 4.2 eV/Å. The LUMO energy (spin up / spin down) comes out at -0.58 / -1.36 eV. The energy above the lowest of the compared OMol25 structures with the same formula, charge and spin comes out at 252.63 kJ/mol.

---

No. 4
A structure of composition C20H38AsFeGeN2O2S2Si2, computed with ωB97M-V/def2-TZVPD.

```
! RIJCOSX wB97M-V def2-TZVPD def2/J DEFGRID3
* xyz 0 6
Fe -0.127 -0.372 0.016
O 0.712 4.130 -2.911
C 1.939 3.668 -2.624
C 3.024 4.385 -3.133
C 4.315 3.971 -2.882
C 4.561 2.833 -2.116
C 3.494 2.123 -1.608
C 2.175 2.521 -1.845
C 1.087 1.713 -1.268
O 1.399 0.687 -0.543
N -0.156 2.068 -1.521
N -1.069 1.215 -0.917
C -2.301 1.460 -1.151
S -2.846 2.717 -2.228
C -4.605 2.452 -1.871
C -4.811 0.978 -1.573
S -3.538 0.489 -0.378
H 0.056 3.524 -2.493
H 2.815 5.265 -3.726
H 5.142 4.539 -3.287
H 5.574 2.510 -1.922
H 3.655 1.236 -1.010
H -5.168 2.763 -2.751
H -4.900 3.069 -1.023
H -4.716 0.378 -2.477
H -5.783 0.793 -1.117
C 2.207 -1.021 4.275
Si 1.062 0.403 3.839
C 0.254 1.083 5.391
C 2.007 1.751 2.943
As -0.628 -0.270 2.364
Si -1.392 -2.364 3.080
C -3.000 -2.730 2.186
C -1.725 -2.289 4.931
C -0.152 -3.727 2.714
H 3.050 -0.650 4.866
H 2.607 -1.497 3.378
H 1.699 -1.783 4.868
H 1.024 1.430 6.086
H -0.349 0.335 5.906
H -0.388 1.932 5.151
H 2.824 2.128 3.564
H 1.353 2.591 2.700
H 2.431 1.380 2.008
H -3.784 -2.036 2.496
H -3.327 -3.744 2.430
H -2.897 -2.658 1.101
H -2.392 -1.465 5.189
H -0.806 -2.179 5.508
H -2.204 -3.220 5.249
H 0.087 -3.771 1.650
H -0.573 -4.693 3.008
H 0.777 -3.584 3.267
C 1.660 -1.524 -3.390
Ge -0.128 -2.099 -2.831
C -1.460 -0.860 -3.579
C -0.498 -3.888 -3.560
C -0.222 -2.159 -0.877
H 1.727 -1.498 -4.479
H 2.417 -2.217 -3.018
H 1.895 -0.530 -3.007
H -1.537 -1.008 -4.658
H -1.187 0.182 -3.402
H -2.444 -1.043 -3.140
H -0.422 -3.894 -4.649
H -1.504 -4.210 -3.287
H 0.210 -4.617 -3.163
H 0.644 -2.738 -0.528
H -1.113 -2.727 -0.586
*
```

The calculation puts the orbital gap (spin up / spin down) at 0.2831 / 0.2430 hartree. The highest occupied orbital energy (spin up / spin down) is -0.276 / -0.287 Eh. As for the expectation value of S²: 8.775. The largest force on an atom comes out at 0.3 eV/Å. The LUMO energy (spin up / spin down) comes out at 0.20 / -1.21 eV. The energy above the lowest of the compared OMol25 structures with the same formula, charge and spin comes out at 0.00 kJ/mol.

---

Which formula does entry 3 have?
C7H18P2Si